[1]
Below is an isolated molecule of C4H13N3O at a distorted geometry, with properties calculated with the ωB97M-V functional and the def2-TZVPD basis.

```
21
Properties=species:S:1:pos:R:3
O 0.6777 -0.6102 -2.7065
N -0.1441 -0.6773 0.9719
N -2.1956 0.2081 2.3525
N 2.2051 1.2735 -0.8424
C 0.6626 -1.1002 -1.3342
C 0.7890 1.1704 -0.3557
C -1.6136 -0.8280 1.4586
C -0.0298 -0.1001 -0.3728
H 1.6722 -1.3812 -1.0343
H -1.1016 0.0395 -0.6445
H 0.5823 0.3092 -2.7492
H 0.1802 1.8624 -0.8661
H 0.7596 1.5273 0.7643
H 0.2196 -2.0914 -1.3472
H 2.2025 1.5395 -1.8434
H -2.1940 -0.8263 0.5391
H 2.8587 0.4652 -0.8748
H -1.7401 -1.8216 2.0062
H -2.5295 0.9939 1.9444
H 0.5187 -0.3157 1.6934
H -1.7800 0.3628 3.2406
```

Values from the calculation:
- HOMO energy: -8.628 eV
- Energy relative to the best compared isomer or geometry (same formula, charge and spin): 70.5 kcal per mole


[2]
Below is an isolated molecule of C2H5Br3Si at a distorted geometry, with properties calculated with the ωB97M-V functional and the def2-TZVPD basis.

```
11
Properties=species:S:1:pos:R:3
Br -2.7991 -0.5871 -0.9948
Br -1.9076 2.3415 0.4827
Br 1.9720 1.7840 -0.9982
Si -0.9574 0.4560 -0.1809
C 0.2195 0.9391 -1.5687
C -0.3593 -0.5277 1.3407
H -0.8837 0.0627 2.2293
H -0.8523 -1.5200 1.3674
H 0.6765 -0.5095 1.5558
H -0.1941 1.8764 -2.0594
H 0.6036 0.2310 -2.2077
```

Values from the calculation:
- HOMO energy: -10.318 eV
- Energy relative to the best compared isomer or geometry (same formula, charge and spin): 5.4 kcal per mole


[3]
Below is a cluster of 2 separate species, C4H6NP in total at a distorted geometry, with properties calculated with the ωB97M-V functional and the def2-TZVPD basis.

```
12
Properties=species:S:1:pos:R:3
P 1.3213 0.5070 0.6836
N 0.2368 0.3413 -2.2097
C -0.0127 0.2059 1.9449
C -0.4732 -0.5162 2.9693
C 0.2490 -0.6818 -2.9259
C -0.2833 1.0990 0.8786
H -0.2585 -1.4535 -2.2991
H 0.2562 -0.9482 3.6754
H 0.8675 -0.9321 -3.8959
H -1.0669 1.6130 0.3295
H -1.5067 -0.3931 3.4771
H 0.6705 1.1587 -2.6278
```

Values from the calculation:
- HOMO energy (spin up / spin down): -6.086 / -9.374 eV
- Energy relative to the best compared isomer or geometry (same formula, charge and spin): 37.1 kcal per mole
- Spin multiplicity: 3


[4]
Below is the ion C18H34N3O2 with charge +1, with properties calculated with the ωB97M-V functional and the def2-TZVPD basis.

```
57
Properties=species:S:1:pos:R:3
O -1.5394 -1.1396 0.8866
O 0.9574 -1.2890 -1.2038
N -0.2678 1.0280 -0.6769
N 0.0209 3.3137 1.5666
N -2.0684 1.3104 1.4014
C 0.5578 3.5328 2.7961
C -1.4103 0.6446 2.5323
C -0.8794 0.8513 -2.0138
C 0.2114 -1.3905 -2.4103
C -1.3097 3.6841 1.1763
C 2.0197 2.3414 1.6060
C -1.1144 -0.6302 -2.2839
C -2.9313 -0.9578 1.0233
C 0.9125 2.5787 0.8270
C 0.6550 2.1947 -0.5834
C 1.7940 2.9483 2.8535
C -3.2717 0.5471 1.0435
C -0.8667 -0.7143 2.0554
C 3.8670 -4.4505 -2.8529
C 1.3595 -2.5031 -0.5802
C -2.3832 2.7112 1.7010
C 2.6728 -3.0747 -1.1160
C 2.5678 -3.7433 -2.4861
H 0.0035 -2.4361 -2.6451
H -1.5349 4.6778 1.5733
H -0.1927 1.2476 -2.7660
H -1.6897 -1.0646 -1.4677
H 1.5988 1.9324 -1.0639
H -0.5906 1.2598 2.8997
H -1.6740 -0.7473 -3.2110
H -1.0078 1.1003 0.1036
H 1.4893 -2.2414 0.4738
H -3.6024 0.8816 0.0568
H -0.9789 -1.4626 2.8505
H 0.2697 0.1466 -0.5171
H -2.1252 0.5055 3.3553
H 4.0975 -5.2268 -2.1275
H 0.2087 3.0270 -1.1350
H 1.7543 -4.4730 -2.4721
H -2.5042 2.8489 2.7814
H -3.3290 2.9780 1.2249
H -1.8128 1.4156 -2.0681
H 3.4128 -2.2730 -1.1557
H 3.7841 -4.9117 -3.8334
H -3.4029 -1.4530 0.1737
H 0.8099 -0.9651 -3.2254
H -4.0852 0.7266 1.7582
H 2.4647 2.9600 3.6876
H -3.2817 -1.4453 1.9411
H 2.3426 -2.9983 -3.2513
H 0.5549 -3.2430 -0.6545
H 3.0210 -3.8138 -0.3921
H 0.0295 4.0981 3.5378
H 0.1893 -0.6464 1.7878
H -1.3655 3.7385 0.0873
H 2.8992 1.8085 1.3058
H 4.6940 -3.7448 -2.8743
```

Values from the calculation:
- HOMO energy: -11.455 eV
- Energy relative to the best compared isomer or geometry (same formula, charge and spin): 4.2 kcal per mole
- Net charge: +1


[5]
Below is a cluster of 12 separate species, C66H167N11O23 in total at a distorted geometry, with properties calculated with the ωB97M-V functional and the def2-TZVPD basis.

```
267
Properties=species:S:1:pos:R:3
O -3.5472 -5.2162 -8.4231
O 2.6449 4.6278 -1.8333
O -1.2264 3.4086 -4.6734
O 7.7082 -0.4926 0.5195
O 4.4316 6.7189 0.1766
O -5.1615 2.4919 1.2156
O 1.1480 -2.6697 2.2813
O 4.4071 -1.6626 3.8363
O 3.2135 -5.2416 1.9883
O -3.0815 -2.3755 -2.8295
O -1.8034 4.2949 5.8917
O -0.0170 -4.1050 -4.3884
O -4.6928 -1.2074 4.4527
O -1.0306 7.5137 -6.3295
O 4.1700 1.0380 2.1655
O -10.5594 2.6374 4.3913
O -1.6145 0.3974 -1.1408
O 4.9236 1.0312 -2.6040
O -2.2545 -7.8101 0.9261
O 2.3159 -1.8179 -6.4605
O 0.2449 -0.8009 4.1998
O -1.2088 3.6979 0.8123
O -1.8127 -3.1075 9.2018
N -8.6311 2.4637 2.2432
N 6.2663 -1.4251 -2.0175
N 5.6309 3.5264 1.7737
N -1.5347 -1.5308 0.9923
N -2.8415 -5.9640 -2.2168
N -1.5190 -2.0867 6.2460
N 2.1441 6.8639 -4.7177
N -0.0907 0.5589 -4.9052
N -0.0132 2.2455 4.0192
N 2.5113 -3.8299 4.4429
N -0.7396 -4.2302 -7.1451
C 6.0107 -1.6797 -0.6052
C 5.0591 -1.3797 -2.7932
C -2.8366 -1.5616 -3.9472
C -1.0456 2.7027 -5.8866
C -4.4829 2.1007 -0.0443
C 5.4678 2.4965 0.8005
C 4.1212 1.7426 0.9506
C -9.0582 1.3600 3.0496
C 0.8548 -4.0625 -3.2158
C 1.1970 -0.1973 -4.8120
C 5.7688 -1.3901 3.4221
C 0.0276 -3.4200 1.7091
C 4.9813 4.7951 1.5630
C -1.5959 -2.4538 10.4322
C -1.6323 1.5910 -1.9598
C -11.0991 3.0412 5.6912
C -3.3124 -1.3417 4.6470
C -0.6468 -3.1646 8.3911
C 4.7899 7.8442 0.8822
C -4.9970 -0.6850 3.2058
C -2.9842 -1.9101 6.0706
C -0.7198 -2.6765 0.6124
C -2.3407 7.7603 -5.8667
C -1.0282 -3.3686 6.9354
C -2.7632 -6.9413 -0.0093
C -1.3238 -5.0787 -6.1507
C -2.1227 -6.9428 -1.4040
C 2.6232 5.8052 -2.5904
C -3.1785 -3.7452 -3.1515
C 4.0325 2.1339 -2.6469
C 1.3916 4.4428 -1.2287
C 8.8350 -0.4505 1.4054
C -0.4424 3.9491 5.7927
C 5.3475 5.6421 0.3216
C 2.8707 -5.8688 3.1837
C -7.2405 2.7107 2.2132
C -0.9488 2.7487 2.9995
C -6.4439 1.9525 1.1576
C -1.8152 5.6461 6.1501
C -9.5219 1.6619 4.4693
C -2.0762 4.7944 0.8353
C 3.3175 -5.0293 4.3706
C -2.2591 -4.9892 -8.9828
C 1.2798 7.0732 -5.8619
C -2.7243 -4.5462 -1.9729
C 2.9063 1.1742 2.9105
C -2.3539 4.2997 -4.7228
C 7.2789 -1.8400 0.2157
C -1.5653 -3.8077 -8.2275
C -0.2416 2.4652 5.4266
C 0.1279 1.7572 -5.7091
C 4.3349 -2.2463 5.1298
C -1.0440 -7.4749 1.6675
C -0.4298 0.3198 -0.3718
C 1.0886 -1.3962 -5.8372
C 1.9991 5.6191 -3.9541
C -0.7807 -0.3286 0.9863
C 4.5461 -5.0558 1.7359
C 2.8382 -0.9659 -7.4314
C -0.3216 3.5384 1.8821
C 4.1493 -0.1493 -2.5544
C 2.9351 -2.7366 5.4129
C -0.5082 -5.3116 -4.8765
C -0.0738 7.4591 -5.2902
C -4.1864 -6.2591 -9.0771
C 2.0825 -2.2146 1.4026
H 0.4617 1.3349 3.8479
H 5.6081 8.4207 0.4210
H -6.9299 2.2117 0.2310
H 0.4388 -1.0923 -6.6447
H 9.1271 0.5677 1.5398
H 2.0394 -0.5991 -8.1501
H -8.6989 2.1038 5.0734
H -2.6529 7.0675 -5.0674
H 3.1288 0.8054 3.9050
H -3.3454 3.7861 -4.6038
H -2.3559 -3.0941 -7.9553
H 0.6924 -2.3217 -5.4373
H 0.0633 4.2396 6.7158
H -0.5175 6.7471 -4.5200
H -1.1880 5.8935 6.9708
H 5.4709 -0.8274 -0.2342
H 0.5787 4.2402 -1.8911
H -4.6838 1.0397 -0.2733
H -0.0859 4.6413 4.9588
H 1.2376 -0.4988 -3.7342
H 9.6344 -1.0388 0.9713
H -1.1245 -6.5587 -1.3033
H -2.2853 -1.3947 0.3428
H 0.4128 -4.6970 -2.4080
H -2.1745 4.9798 -3.8924
H -2.6005 1.7139 -2.3784
H -1.6779 -4.2406 -1.7529
H 3.4801 -6.7849 3.2314
H 3.3735 -0.1787 -3.3656
H 1.4690 3.6222 -0.5496
H 0.9128 2.4886 -5.3978
H -4.8121 0.3697 3.0364
H -12.0086 3.6280 5.3992
H -10.0047 0.8329 4.9677
H 4.8770 -4.0458 2.0515
H 2.6655 4.8164 -4.3055
H 3.2328 2.0152 -1.8702
H 4.6037 3.0591 -2.5047
H -2.8422 4.5826 1.5965
H 5.1707 -5.7239 2.3461
H -3.4902 -2.9122 6.1578
H 5.6537 3.2143 2.7223
H -3.4295 2.0896 0.1435
H 5.1192 5.3572 2.4839
H -2.3634 -4.8119 -10.1009
H 5.8357 -1.1714 2.3951
H -8.2299 0.6121 2.9979
H 3.8904 4.5792 1.3828
H 5.3291 -1.4483 -3.8318
H 5.2243 5.0551 -0.5869
H 0.0252 -2.2248 8.4558
H 0.5806 3.0648 1.4843
H 5.4050 -2.5846 -0.4926
H -0.8027 3.3396 -6.8095
H -2.0906 -7.9403 -1.9254
H 0.2404 -4.4809 -7.2847
H 6.7623 -0.5450 -2.0566
H -0.1119 8.4055 -4.7152
H -7.0820 3.7788 2.0432
H 0.6014 -1.4948 3.5884
H -2.3281 8.7314 -5.3663
H -0.0242 -4.0191 8.6944
H 0.1768 -0.5227 1.4657
H 4.6278 -1.4827 5.8715
H 6.4501 5.9014 0.3267
H -4.7649 2.7413 -0.8831
H 1.6590 7.8366 -6.5492
H 0.9241 -2.9831 -2.8234
H 1.0669 6.2495 -6.6068
H -2.6153 4.7797 -0.0851
H 4.0506 0.9428 0.2247
H 8.0542 -2.3949 -0.3177
H -10.3523 3.6247 6.2182
H 3.2217 2.4214 0.8324
H 3.6892 6.1369 -2.7259
H -2.8338 5.9734 6.4538
H -1.0981 -1.2779 6.7326
H 0.4301 -4.2820 1.1804
H -1.5281 5.7863 0.9767
H 6.0960 -0.4981 3.9279
H 3.5036 2.1534 -3.6700
H -0.8040 -8.2456 2.3715
H 2.1456 -2.9074 0.5384
H 3.4238 -0.1218 -7.0156
H 0.3683 -5.9628 -5.0888
H -0.0421 4.5723 2.2019
H -0.0126 1.2873 -0.1773
H 4.7915 -5.3139 0.7017
H -3.8610 -7.0116 -0.0375
H -1.8749 -5.9605 -6.5452
H 2.1732 -1.9790 5.2989
H -1.1715 1.8922 5.7155
H 2.9528 -3.2651 6.3762
H -1.2486 0.3742 1.6977
H -9.0785 3.3228 2.5349
H -0.9751 -3.3291 -8.9793
H 0.5858 2.0299 5.9760
H 2.1617 0.5149 2.3951
H 3.9309 8.4562 1.0483
H 1.8660 -1.2450 1.0013
H 3.2309 -5.5584 5.3254
H -3.4409 -1.2787 6.8047
H -6.7675 2.3898 3.1900
H 2.1755 6.6511 -2.0227
H 1.8848 -4.2931 -3.4370
H -3.0003 7.6268 -6.7198
H -2.5681 -0.6340 -3.4586
H -2.7168 -0.4821 4.4021
H -1.5958 6.2721 5.2451
H -0.6502 -3.6417 2.5128
H 0.3607 -0.2394 -0.8682
H 0.4403 1.4613 -6.7367
H -1.8426 -4.1036 6.8031
H -1.2375 -6.5431 2.2777
H -0.0672 -2.3843 -0.1988
H -3.2548 -4.1319 -1.0505
H -0.8455 -2.8889 11.0622
H -0.5255 0.8602 -4.0391
H 1.7688 -6.0777 3.2229
H 5.4037 3.0024 -0.1943
H 0.9549 5.1916 -3.9066
H -1.2358 -1.4603 10.2380
H 6.3287 1.8388 0.8131
H 3.5315 -1.5609 -7.9863
H 1.1174 5.3486 -0.5888
H 4.5072 -2.3100 -2.5517
H 3.0641 6.9863 -4.9588
H 4.3944 -4.8916 4.2568
H -2.6096 -5.9333 0.4489
H -0.2310 -3.6791 6.2567
H 2.6277 2.2163 2.9147
H -0.1789 -7.2973 0.9658
H -2.5607 -3.9526 -3.9806
H 8.4693 -0.7301 2.3725
H -4.4253 -6.0029 -10.1102
H -1.2375 -5.6925 -4.2040
H -2.5530 -2.3623 10.9547
H -4.1835 -4.0093 -3.4618
H -6.4033 0.8573 1.3180
H -1.4941 1.8396 2.6993
H -9.8754 0.8488 2.5974
H -2.9211 -2.0744 3.9538
H 5.0530 -3.0900 5.2361
H -4.4998 -1.3784 2.5127
H 6.9808 -2.4585 1.1004
H 2.1442 -3.5021 3.5707
H -2.0101 -1.9567 -4.5625
H -3.7433 -1.5951 -4.4754
H -1.6823 -5.9637 -8.8462
H -0.5185 -1.2324 4.7083
H -0.8018 1.5649 -2.7075
H 2.0742 0.4452 -5.0069
H 3.7530 -0.2191 -1.5667
H -1.4374 -3.3748 0.2000
H 5.0928 7.6404 1.8958
H -2.3485 4.8857 -5.6712
H 3.0610 -2.2109 1.9387
H -6.0279 -0.9492 3.0440
H -3.7223 -7.2599 -9.0689
H -1.3384 2.3482 -1.2522
H 6.4101 -2.2461 3.6616
H -2.1710 -4.4682 -5.8174
H -3.8053 -6.3082 -2.3369
H -11.3922 2.2265 6.2702
H -1.7109 3.3209 3.4587
H -5.1749 -6.3740 -8.6315
H -2.0150 2.1586 -6.0658
```

Values from the calculation:
- HOMO energy: -7.788 eV
- Energy relative to the best compared isomer or geometry (same formula, charge and spin): 145.6 kcal per mole


[6]
Below is a structure of composition C3H3O4Yb at a distorted geometry, with properties calculated with the ωB97M-V functional and the def2-TZVPD basis.

```
11
Properties=species:S:1:pos:R:3
Yb 0.5716 -0.3560 0.3397
O -1.0051 -1.9396 0.4892
O 2.5892 0.4030 -0.2565
O 4.4696 1.3615 -0.9631
O -1.4017 0.6834 0.5505
C -2.2026 -1.4977 0.5199
C 3.2494 1.2907 -0.9075
C -2.4170 -0.0918 0.5017
H 2.6242 2.0177 -1.4885
H -3.0465 -2.1920 0.6310
H -3.4312 0.3208 0.5836
```

Values from the calculation:
- HOMO energy (spin up / spin down): -6.898 / -6.880 eV
- Energy relative to the best compared isomer or geometry (same formula, charge and spin): 9.8 kcal per mole
- Spin multiplicity: 2